Entry 1:
# C19H26IN3

One molecule with the formula C19H26IN3 in a non-equilibrium geometry (the ωB97M-V functional and the def2-TZVPD basis, the OMol25 dataset).

Cartesian coordinates (Å):
C  -2.69  1.60  2.11
C  -1.43  1.81  1.21
C  -0.30  2.42  2.07
C  0.97  2.64  1.18
C  0.63  3.59  0.05
C  -0.51  3.05  -0.82
C  -0.82  4.05  -1.97
C  -1.75  2.81  0.04
C  -0.10  1.72  -1.45
C  0.32  0.69  -0.34
N  0.83  -0.44  -1.10
C  0.97  -1.69  -0.63
N  1.28  -1.90  0.66
N  0.83  -2.64  -1.47
C  0.83  -3.98  -1.10
C  -0.26  -4.40  -0.32
C  -0.33  -5.66  0.17
C  0.68  -6.57  -0.10
C  1.76  -6.20  -0.89
C  1.84  -4.90  -1.40
I  3.77  -4.44  -2.43
C  1.45  1.32  0.53
C  -0.92  0.48  0.60
H  -2.50  0.93  2.95
H  -3.51  1.20  1.54
H  -3.08  2.57  2.52
H  -0.05  1.75  2.87
H  -0.61  3.36  2.57
H  1.81  3.08  1.75
H  0.35  4.59  0.46
H  1.50  3.76  -0.61
H  -1.03  5.05  -1.58
H  0.03  4.11  -2.64
H  -1.67  3.68  -2.58
H  -2.10  3.80  0.45
H  -2.57  2.46  -0.58
H  0.75  1.89  -2.14
H  -0.91  1.33  -2.05
H  0.59  -0.43  -2.06
H  1.96  -1.27  1.08
H  1.35  -2.87  0.91
H  -1.07  -3.68  -0.15
H  -1.18  -5.97  0.81
H  0.70  -7.57  0.33
H  2.48  -6.95  -1.13
H  1.70  0.59  1.28
H  2.38  1.48  -0.04
H  -0.69  -0.23  1.42
H  -1.67  0.00  0.04

LUMO energy (eV): 0.51
SMILES string: C[C@]12C[C@@H]3C[C@](C)(C1)C[C@@](N/C(N)=N/c1ccccc1I)(C3)C2
Total charge: 0
Orbital gap (eV): 8.55

Charges computed using Löwdin, reported in e: C -0.041; C -0.446; C -0.093; C -0.262; C -0.123; C -0.492; C -0.039; C -0.081; C -0.068; C -0.374; N 0.121; C -0.499; N 0.190; N 0.113; C -0.353; C -0.063; C -0.106; C -0.108; C -0.176; C -0.528; I 0.690; C -0.078; C -0.051; H 0.079; H 0.070; H 0.095; H 0.113; H 0.129; H 0.141; H 0.133; H 0.132; H 0.084; H 0.076; H 0.092; H 0.139; H 0.123; H 0.135; H 0.127; H 0.125; H 0.100; H 0.101; H 0.121; H 0.116; H 0.106; H 0.076; H 0.087; H 0.130; H 0.125; H 0.111

Entry 2:
# C19H26IrN3O4Si2

C19H26IrN3O4Si2 as an isolated structure in a non-equilibrium geometry (the ωB97M-V functional and the def2-TZVPD basis, the OMol25 dataset).

Cartesian coordinates (Å):
Ir  -0.07  0.38  -0.48
C  4.69  1.42  -0.11
Si  2.84  1.31  0.20
C  2.07  2.97  -0.21
C  2.54  0.87  1.99
N  1.91  0.14  -0.74
C  2.26  -0.83  -1.62
C  3.57  -1.10  -2.08
C  3.80  -2.09  -2.99
C  2.73  -2.87  -3.47
C  1.46  -2.63  -3.03
C  1.20  -1.60  -2.10
N  -0.02  -1.27  -1.61
Si  -1.56  -2.07  -1.95
C  -1.50  -3.89  -1.50
C  -2.03  -1.84  -3.75
C  -2.78  -1.18  -0.85
H  5.09  2.21  0.53
H  4.92  1.68  -1.14
H  5.21  0.50  0.14
H  2.50  3.77  0.41
H  1.00  2.95  -0.03
H  2.23  3.23  -1.26
H  2.98  1.63  2.66
H  2.98  -0.10  2.25
H  1.47  0.81  2.19
H  4.39  -0.49  -1.71
H  4.81  -2.28  -3.34
H  2.92  -3.66  -4.19
H  0.63  -3.23  -3.40
H  -0.77  -4.45  -2.08
H  -2.48  -4.35  -1.67
H  -1.25  -4.01  -0.44
H  -1.32  -2.31  -4.43
H  -2.08  -0.78  -3.99
H  -3.01  -2.28  -3.95
H  -2.51  -1.29  0.20
H  -3.80  -1.56  -0.98
H  -2.80  -0.11  -1.09
O  -1.39  2.04  -0.29
C  -2.09  2.45  0.65
C  -2.22  1.90  1.94
C  -3.10  2.54  2.84
C  -3.28  2.06  4.10
C  -2.60  0.89  4.52
C  -1.75  0.25  3.68
C  -1.50  0.72  2.35
O  -0.68  0.09  1.61
N  -4.19  2.74  5.01
O  -4.33  2.27  6.12
O  -4.76  3.74  4.61
H  -2.70  3.35  0.46
H  -3.64  3.43  2.53
H  -2.77  0.53  5.53
H  -1.21  -0.64  3.98

LUMO energy (alpha / beta) (eV): -0.86 / -1.12
Total charge: 0
Orbital gap (alpha / beta) (eV): 6.54 / 6.61

Charges computed using Löwdin, reported in e: Ir 1.272; C -0.183; Si 0.431; C -0.176; C -0.162; N -0.177; C -0.315; C -0.029; C -0.094; C -0.094; C -0.042; C -0.325; N -0.187; Si 0.432; C -0.162; C -0.162; C -0.184; H 0.037; H 0.034; H 0.032; H 0.036; H -0.007; H 0.038; H 0.037; H 0.039; H 0.001; H 0.077; H 0.101; H 0.101; H 0.083; H 0.022; H 0.035; H 0.037; H 0.025; H 0.036; H 0.034; H 0.024; H 0.041; H 0.015; O -0.175; C -0.170; C -0.120; C 0.052; C -0.148; C 0.019; C 0.020; C -0.343; O -0.160; N -0.362; O 0.075; O 0.070; H 0.142; H 0.132; H 0.122; H 0.124

Entry 3:
# C19H26IrN3O5

C19H26IrN3O5 as an isolated structure (the ωB97M-V functional and the def2-TZVPD basis, the OMol25 dataset).

Cartesian coordinates (Å):
Ir  -0.18  -1.53  0.86
C  -2.54  1.67  3.41
O  -3.02  0.33  3.06
C  -2.30  -0.39  2.28
O  -1.23  0.00  1.74
N  -2.81  -1.61  2.02
N  -2.04  -2.51  1.22
H  -3.27  2.04  4.12
H  -2.53  2.28  2.51
H  -1.55  1.60  3.85
H  -3.65  -1.94  2.47
H  -2.64  -2.86  0.47
H  -1.78  -3.29  1.82
N  0.90  -3.01  -0.10
H  1.70  -3.33  0.45
H  1.27  -2.60  -0.96
H  0.38  -3.84  -0.38
O  0.71  -2.16  2.57
C  1.66  -1.30  2.42
O  1.56  -0.63  1.32
C  2.74  -1.13  3.36
C  3.64  -0.07  3.19
C  4.67  0.10  4.09
C  4.80  -0.79  5.16
C  3.91  -1.84  5.33
C  2.87  -2.01  4.44
H  3.52  0.60  2.35
H  5.37  0.91  3.97
H  5.62  -0.66  5.86
H  4.03  -2.52  6.16
H  2.17  -2.82  4.56
C  -1.05  2.81  -6.50
C  -1.01  2.17  -5.15
C  -1.62  2.78  -4.05
C  -1.60  2.20  -2.80
C  -2.29  2.92  -1.66
C  -0.93  0.95  -2.63
C  -0.99  0.36  -1.35
O  -0.59  -0.80  -1.06
C  -0.27  0.34  -3.74
C  0.51  -0.95  -3.63
C  -0.33  0.96  -4.96
H  -1.59  3.75  -6.49
H  -1.53  2.14  -7.21
H  -0.04  2.99  -6.87
H  -2.13  3.72  -4.19
H  -2.66  3.88  -2.01
H  -1.61  3.11  -0.83
H  -3.14  2.35  -1.29
H  -1.43  0.96  -0.55
H  1.20  -0.91  -2.79
H  1.08  -1.11  -4.54
H  -0.16  -1.80  -3.49
H  0.17  0.51  -5.81

LUMO energy (eV): -6.02
Total charge: +2
Orbital gap (eV): 8.39

Charges computed using Löwdin, reported in e: Ir 1.435; C 0.053; O 0.055; C -0.528; O -0.050; N 0.086; N -0.018; H 0.112; H 0.104; H 0.109; H 0.187; H 0.146; H 0.137; N 0.022; H 0.102; H 0.085; H 0.101; O -0.105; C -0.517; O -0.089; C -0.156; C 0.005; C -0.040; C -0.031; C -0.042; C 0.001; H 0.125; H 0.119; H 0.121; H 0.119; H 0.123; C -0.016; C -0.203; C 0.020; C -0.174; C -0.033; C -0.102; C -0.120; O -0.172; C -0.163; C -0.027; C 0.017; H 0.087; H 0.102; H 0.102; H 0.129; H 0.089; H 0.090; H 0.094; H 0.114; H 0.078; H 0.091; H 0.093; H 0.134

Entry 4:
# C19H26IrN4O3S5

C19H26IrN4O3S5 as an isolated structure (the ωB97M-V functional and the def2-TZVPD basis, the OMol25 dataset).

Cartesian coordinates (Å):
Ir  1.66  -1.30  -0.02
O  3.27  -6.51  -4.09
C  3.00  -5.61  -3.36
S  4.21  -4.64  -2.48
C  3.08  -3.57  -1.71
C  1.71  -3.79  -1.98
S  0.40  -2.91  -1.33
S  1.32  -5.08  -3.05
S  3.72  -2.37  -0.73
C  -3.88  -2.65  2.04
C  -2.46  -3.11  1.71
C  -1.44  -2.70  2.78
N  -1.11  -1.26  2.69
C  0.06  -0.74  2.41
S  1.53  -1.67  2.35
N  0.19  0.61  2.21
C  -0.68  1.64  1.77
O  -0.29  2.77  1.90
C  -1.97  1.30  1.09
C  -2.01  0.39  0.04
C  -3.20  0.19  -0.65
C  -4.34  0.90  -0.29
C  -4.29  1.81  0.76
C  -3.10  2.03  1.44
H  -4.58  -2.98  1.28
H  -3.96  -1.56  2.10
H  -4.20  -3.06  3.00
H  -2.13  -2.71  0.75
H  -2.43  -4.20  1.63
H  -0.52  -3.26  2.69
H  -1.85  -2.87  3.77
H  -1.90  -0.63  2.69
H  1.12  0.95  2.37
H  -1.11  -0.14  -0.27
H  -3.24  -0.51  -1.48
H  -5.27  0.74  -0.82
H  -5.18  2.37  1.04
H  -3.04  2.76  2.23
C  3.95  1.40  0.23
N  3.13  2.13  -0.74
C  3.89  3.09  -1.55
C  1.85  1.81  -0.99
O  1.28  0.75  -0.57
N  1.12  2.68  -1.74
C  -0.11  2.17  -2.36
C  1.08  4.11  -1.40
H  4.46  2.11  0.89
H  4.70  0.80  -0.28
H  3.35  0.75  0.84
H  4.84  2.63  -1.82
H  4.09  4.01  -1.01
H  3.35  3.32  -2.47
H  0.01  1.13  -2.64
H  -0.30  2.76  -3.26
H  -0.97  2.26  -1.69
H  1.89  4.37  -0.73
H  0.14  4.34  -0.89
H  1.14  4.72  -2.30

LUMO energy (alpha / beta) (eV): -2.82 / -5.10
Total charge: +1
2S+1: 5
Expectation value of S²: 6.019
Orbital gap (alpha / beta) (eV): 7.36 / 6.10

Charges computed using Löwdin, reported in e: Ir 0.632; O 0.011; C -0.956; S 1.014; C -1.144; C -1.142; S 0.524; S 1.021; S 0.584; C -0.092; C -0.227; C -0.164; N 0.071; C -0.737; S 0.626; N 0.099; C -0.386; O 0.131; C -0.174; C -0.065; C -0.062; C -0.058; C -0.053; C -0.010; H 0.080; H 0.062; H 0.081; H 0.087; H 0.119; H 0.079; H 0.132; H 0.142; H 0.123; H 0.081; H 0.117; H 0.115; H 0.115; H 0.128; C -0.031; N -0.105; C -0.024; C -0.457; O -0.195; N -0.127; C -0.021; C -0.027; H 0.104; H 0.093; H 0.039; H 0.099; H 0.097; H 0.095; H 0.095; H 0.099; H 0.084; H 0.084; H 0.097; H 0.098